Entry 1:
{"formula": "C16H45GeMnN2S3SbSi3", "method": "wB97M-V/def2-TZVPD", "spin_multiplicity": 6, "homo_ev": [-0.6644, -0.8605], "max_force_ha_per_bohr": 0.051, "charge": -2, "homo_lumo_gap_ev": [5.007, 5.200], "relative_energy_kcal_mol": 5.2, "s_squared": 8.762, "lumo_ev": [4.342, 4.340], "species": ["Mn", "C", "N", "C", "C", "C", "N", "C", "C", "H", "H", "H", "H", "H", "H", "H", "H", "H", "H", "H", "H", "H", "H", "H", "H", "S", "Sb", "S", "S", "C", "Si", "C", "C", "Ge", "Si", "C", "C", "C", "Si", "C", "C", "C", "H", "H", "H", "H", "H", "H", "H", "H", "H", "H", "H", "H", "H", "H", "H", "H", "H", "H", "H", "H", "H", "H", "H", "H", "H", "H", "H", "C", "H", "H"], "xyz": [[-0.859, 0.456, -1.886], [-4.229, 2.494, -0.205], [-3.738, 3.581, 0.676], [-3.557, 4.827, -0.035], [-4.625, 3.765, 1.843], [-4.420, 2.738, 2.927], [-3.131, 2.765, 3.664], [-1.973, 2.513, 2.874], [-2.885, 3.860, 4.551], [-5.151, 2.869, -0.628], [-4.409, 1.631, 0.427], [-3.534, 2.285, -1.023], [-4.445, 5.530, -0.081], [-3.217, 4.616, -1.048], [-2.711, 5.379, 0.431], [-5.709, 3.699, 1.663], [-4.403, 4.770, 2.223], [-4.505, 1.669, 2.636], [-5.247, 2.884, 3.682], [-1.067, 2.386, 3.507], [-1.787, 3.344, 2.135], [-2.033, 1.607, 2.272], [-2.085, 3.576, 5.311], [-3.748, 4.186, 5.113], [-2.505, 4.750, 4.104], [-1.732, -0.271, -4.073], [-2.228, 2.202, -4.293], [-1.028, 2.813, -2.224], [-4.385, 2.226, -3.636], [3.282, 1.174, -1.096], [3.000, -0.463, -1.991], [2.556, 0.005, -3.728], [4.751, -1.212, -2.200], [1.368, -1.734, -0.718], [2.686, -2.146, 1.120], [4.312, -3.256, 1.080], [3.238, -0.539, 1.938], [1.628, -3.039, 2.456], [0.815, -3.783, -1.575], [-0.820, -3.425, -2.202], [0.997, -5.280, -0.440], [1.809, -4.273, -3.105], [4.347, 1.374, -0.941], [2.719, 1.221, -0.189], [2.918, 2.060, -1.773], [1.642, 0.540, -3.870], [2.437, -0.907, -4.367], [3.406, 0.570, -4.150], [5.431, -0.403, -2.625], [4.698, -2.088, -2.951], [5.262, -1.554, -1.297], [4.782, -3.355, 2.075], [5.126, -2.927, 0.417], [3.832, -4.205, 0.779], [4.171, 0.001, 1.649], [3.368, -0.618, 3.050], [2.412, 0.150, 1.885], [0.543, -2.782, 2.335], [1.950, -2.767, 3.470], [1.463, -4.135, 2.485], [-1.368, -2.803, -1.476], [-1.373, -4.360, -2.384], [-0.920, -2.824, -3.102], [0.499, -5.087, 0.494], [2.066, -5.431, -0.301], [0.614, -6.228, -0.794], [1.333, -5.027, -3.658], [2.744, -4.653, -2.687], [2.033, -3.417, -3.717], [-0.096, -0.542, -0.010], [-0.722, -1.180, 0.593], [0.406, 0.197, 0.616]]}

=====

Entry 2:
{"formula": "C6H13N2O", "method": "wB97M-V/def2-TZVPD", "homo_ev": -11.9589, "max_force_ha_per_bohr": 0.124, "charge": 1, "homo_lumo_gap_ev": 8.732, "relative_energy_kcal_mol": 40.4, "lumo_ev": -3.227, "species": ["C", "C", "C", "C", "N", "C", "C", "N", "H", "H", "H", "H", "H", "H", "H", "H", "H", "H", "H", "H", "H", "O"], "xyz": [[0.756, 1.200, 1.667], [1.548, 0.567, 0.502], [0.758, -0.399, -0.384], [0.591, -1.779, -0.205], [-0.381, -2.104, -1.169], [-0.838, -0.992, -1.849], [-0.090, 0.146, -1.406], [-0.106, 0.066, 2.301], [0.024, 1.974, 1.301], [1.483, 1.656, 2.450], [1.754, 1.396, -0.149], [2.551, 0.196, 0.696], [1.183, -2.491, 0.410], [-0.592, -3.014, -1.428], [-1.750, -1.057, -2.563], [-0.144, 1.010, -1.945], [0.453, -0.431, 3.000], [-0.854, 0.495, 2.782], [-0.428, -0.628, 1.555], [-2.245, 2.302, 0.202], [-2.007, 2.101, -1.269], [-1.546, 2.288, -0.365]]}

=====

Entry 3:
{"formula": "C15H21ClFIN3O9S", "method": "wB97M-V/def2-TZVPD", "homo_ev": -5.8642, "max_force_ha_per_bohr": 0.155, "charge": -1, "homo_lumo_gap_ev": 7.248, "lumo_ev": 1.384, "species": ["C", "C", "C", "I", "C", "C", "N", "C", "C", "N", "C", "C", "C", "C", "N", "C", "C", "O", "C", "C", "O", "O", "S", "O", "O", "F", "H", "H", "H", "H", "H", "H", "H", "H", "H", "H", "H", "H", "H", "H", "H", "H", "H", "H", "H", "H", "H", "O", "Cl", "O", "O", "O"], "xyz": [[1.738, 3.250, 1.775], [0.438, 2.981, 0.829], [0.023, 1.426, 0.720], [-0.472, 0.755, 2.731], [1.048, 0.502, -0.105], [2.044, 1.440, -0.985], [2.757, 2.213, -1.568], [0.259, -0.386, -1.223], [-0.171, 0.667, -2.387], [-0.801, 1.332, -3.177], [-0.972, -1.246, -0.656], [-2.230, -1.378, -1.672], [-3.361, -0.317, -1.240], [-4.144, -0.817, 0.098], [-3.673, -0.130, 1.348], [-3.721, -1.007, 2.525], [-2.803, -2.290, 2.780], [-4.556, -0.684, 3.444], [1.245, -1.445, -1.982], [0.645, -2.008, -3.355], [-0.078, -3.052, -3.402], [0.893, -1.319, -4.594], [2.201, -0.529, 0.961], [2.854, 0.288, 2.057], [1.517, -1.778, 1.505], [3.519, -1.131, 0.063], [1.542, 3.032, 2.881], [1.916, 4.397, 1.708], [2.698, 2.771, 1.363], [-0.439, 3.496, 1.391], [0.502, 3.525, -0.182], [-0.977, 1.409, 0.128], [-1.394, -0.908, 0.350], [-0.577, -2.326, -0.504], [-1.947, -1.357, -2.778], [-2.688, -2.428, -1.478], [-2.971, 0.745, -1.058], [-4.171, -0.313, -2.073], [-5.287, -0.630, 0.031], [-4.025, -1.967, 0.193], [-4.355, 0.632, 1.525], [-2.901, -2.639, 3.880], [-1.675, -2.048, 2.645], [-3.022, -3.175, 2.077], [2.278, -0.983, -2.207], [1.440, -2.357, -1.298], [1.389, -0.482, -4.385], [6.584, 1.078, -0.692], [6.094, 1.253, 0.660], [6.429, 0.088, 1.451], [4.654, 1.419, 0.633], [6.703, 2.428, 1.247]]}

=====

Entry 4:
{"formula": "C18H38N2O10", "method": "wB97M-V/def2-TZVPD", "homo_ev": -4.3653, "max_force_ha_per_bohr": 0.123, "homo_lumo_gap_ev": 2.051, "lumo_ev": -2.314, "species": ["O", "H", "H", "H", "O", "H", "H", "H", "C", "C", "C", "O", "C", "C", "C", "O", "O", "O", "H", "H", "C", "O", "C", "C", "N", "C", "C", "O", "C", "H", "H", "H", "H", "H", "H", "H", "H", "H", "H", "H", "H", "H", "H", "H", "C", "O", "C", "C", "N", "C", "C", "O", "C", "H", "H", "H", "H", "H", "H", "H", "H", "H", "H", "H", "H", "H", "H", "H"], "xyz": [[4.290, -4.188, 0.890], [3.473, -3.766, 1.165], [4.418, -4.947, 1.464], [4.956, -3.508, 1.008], [-0.500, -0.414, 0.238], [-0.811, -0.460, -0.668], [-0.041, 0.397, 0.470], [-0.091, -1.231, 0.535], [-0.477, -3.966, 4.837], [-0.603, -4.259, 6.183], [0.427, -3.728, 7.160], [0.356, -3.962, 8.398], [1.417, -2.879, 6.820], [1.694, -2.523, 5.395], [0.613, -3.278, 4.292], [0.954, -3.292, 3.065], [2.505, -1.702, 5.023], [-1.615, -5.008, 6.534], [-1.278, -4.340, 4.217], [2.043, -2.382, 7.546], [1.707, -2.051, -3.102], [0.523, -1.320, -2.981], [-0.338, -1.562, -4.089], [-1.553, -0.567, -4.031], [-2.439, -0.797, -2.872], [-3.041, -2.152, -2.677], [-4.390, -1.958, -1.759], [-5.415, -1.282, -2.518], [-6.652, -1.078, -1.822], [1.492, -3.098, -3.316], [2.407, -1.953, -2.272], [2.237, -1.702, -3.987], [-0.523, -2.625, -3.937], [0.074, -1.320, -5.069], [-2.190, -0.762, -4.893], [-1.319, 0.488, -3.889], [-3.276, -0.300, -3.139], [-2.490, -3.002, -2.275], [-3.269, -2.473, -3.693], [-4.203, -1.302, -0.908], [-4.731, -2.938, -1.426], [-7.454, -0.797, -2.506], [-6.433, -0.308, -1.082], [-7.059, -1.842, -1.160], [3.145, 4.565, -3.042], [3.411, 4.871, -1.621], [3.957, 3.783, -0.807], [2.867, 2.726, -0.569], [1.712, 3.137, 0.289], [0.835, 4.187, -0.224], [-0.172, 4.773, 0.744], [-0.754, 3.664, 1.229], [-1.418, 3.841, 2.457], [2.782, 5.487, -3.497], [2.361, 3.825, -3.204], [4.059, 4.426, -3.618], [4.305, 4.155, 0.157], [4.805, 3.344, -1.332], [3.329, 1.796, -0.239], [2.594, 2.491, -1.598], [2.192, 3.595, 1.050], [0.467, 3.967, -1.226], [1.514, 4.984, -0.528], [-0.976, 5.409, 0.371], [0.317, 5.396, 1.493], [-1.697, 2.911, 2.952], [-2.292, 4.493, 2.424], [-0.737, 4.311, 3.167]]}

=====

Entry 5:
{"formula": "C13H23AlI2NO5", "method": "wB97M-V/def2-TZVPD", "homo_ev": -5.4887, "max_force_ha_per_bohr": 0.076, "charge": -1, "homo_lumo_gap_ev": 7.652, "lumo_ev": 2.163, "species": ["C", "C", "N", "C", "Al", "O", "C", "O", "C", "C", "C", "C", "C", "C", "O", "O", "C", "I", "C", "C", "I", "O", "H", "H", "H", "H", "H", "H", "H", "H", "H", "H", "H", "H", "H", "H", "H", "H", "H", "H", "H", "H", "H", "H", "H"], "xyz": [[-3.913, 0.990, 1.736], [-3.295, 2.313, 2.350], [-4.012, 3.378, 2.645], [-1.731, 2.359, 2.646], [-0.641, 0.967, 1.630], [-1.000, 0.689, -0.189], [0.266, 0.189, -0.722], [0.089, 0.498, -2.136], [0.076, -1.395, -0.512], [-1.032, -2.014, -1.519], [-0.319, -2.597, -2.858], [-1.648, -3.314, -0.778], [1.596, 0.887, -0.057], [2.134, 2.249, -0.779], [1.554, 3.411, -0.103], [0.747, 4.019, -1.048], [2.726, -0.150, 0.466], [3.014, -0.278, 2.636], [3.499, -0.941, -0.411], [4.586, -2.004, 0.048], [3.244, -0.750, -2.581], [1.110, 1.438, 1.202], [-5.045, 1.033, 1.725], [-3.437, 0.841, 0.717], [-3.566, 0.121, 2.399], [-3.378, 4.093, 3.045], [-1.608, 2.141, 3.768], [-1.349, 3.430, 2.506], [-0.538, -0.413, 2.449], [-0.843, 0.768, -2.266], [-0.288, -1.659, 0.543], [1.019, -2.004, -0.677], [-1.839, -1.261, -1.791], [0.798, -2.444, -2.754], [-0.667, -1.978, -3.748], [-0.495, -3.710, -2.980], [-2.154, -3.928, -1.602], [-2.382, -3.053, 0.045], [-0.798, -3.927, -0.315], [1.826, 2.319, -1.866], [3.263, 2.306, -0.704], [-0.096, 4.304, -0.643], [4.447, -2.355, 1.125], [4.423, -2.938, -0.597], [5.657, -1.628, -0.047]]}

=====

Entry 6:
{"formula": "C21H17N3", "method": "wB97M-V/def2-TZVPD", "smiles": "c1ccc(-c2cn(C(c3ccccc3)c3ccccc3)nn2)cc1", "homo_ev": -8.4468, "max_force_ha_per_bohr": 0.045, "homo_lumo_gap_ev": 9.121, "relative_energy_kcal_mol": 21.1, "lumo_ev": 0.674, "species": ["C", "C", "C", "C", "C", "C", "N", "C", "C", "C", "C", "C", "C", "C", "C", "C", "C", "C", "C", "C", "N", "N", "C", "C", "H", "H", "H", "H", "H", "H", "H", "H", "H", "H", "H", "H", "H", "H", "H", "H", "H"], "xyz": [[-3.869, 0.697, 5.360], [-2.543, 0.824, 5.794], [-1.529, 0.728, 4.820], [-1.817, 0.609, 3.437], [-0.721, 0.517, 2.474], [-0.777, 0.296, 1.133], [0.559, 0.226, 0.730], [1.012, 0.037, -0.677], [2.319, -0.693, -0.789], [2.306, -2.097, -0.956], [3.500, -2.791, -1.127], [4.712, -2.093, -1.070], [4.758, -0.713, -0.885], [3.551, -0.011, -0.721], [1.075, 1.295, -1.468], [1.025, 1.250, -2.888], [1.175, 2.408, -3.649], [1.319, 3.647, -3.000], [1.327, 3.711, -1.620], [1.236, 2.555, -0.867], [1.366, 0.486, 1.814], [0.615, 0.677, 2.852], [-3.161, 0.483, 3.061], [-4.206, 0.537, 4.013], [-4.679, 0.780, 6.100], [-2.343, 0.937, 6.855], [-0.512, 0.827, 5.168], [-1.657, 0.109, 0.514], [0.241, -0.557, -1.126], [1.356, -2.615, -0.980], [3.505, -3.889, -1.264], [5.637, -2.686, -1.155], [5.715, -0.226, -0.831], [3.575, 1.076, -0.510], [1.034, 0.279, -3.404], [1.158, 2.372, -4.746], [1.385, 4.575, -3.560], [1.440, 4.666, -1.106], [1.297, 2.650, 0.186], [-3.422, 0.323, 2.032], [-5.268, 0.488, 3.756]]}

=====

Entry 7:
{"formula": "C24H72CdN3O11", "method": "wB97M-V/def2-TZVPD", "homo_ev": -10.9945, "max_force_ha_per_bohr": 0.037, "charge": 1, "homo_lumo_gap_ev": 6.152, "lumo_ev": -4.843, "species": ["Cd", "C", "C", "O", "H", "H", "H", "H", "H", "C", "C", "O", "H", "H", "H", "H", "H", "H", "C", "C", "O", "H", "H", "H", "H", "H", "H", "C", "C", "O", "H", "H", "H", "H", "H", "H", "C", "C", "O", "H", "H", "H", "H", "H", "H", "C", "C", "O", "H", "H", "H", "H", "H", "H", "C", "C", "C", "O", "C", "N", "H", "H", "H", "H", "H", "H", "H", "H", "H", "H", "H", "C", "C", "C", "O", "C", "N", "H", "H", "H", "H", "H", "H", "H", "H", "H", "H", "H", "C", "C", "C", "O", "C", "N", "H", "H", "H", "H", "H", "H", "H", "H", "H", "H", "H", "O", "H", "H", "O", "H", "H"], "xyz": [[7.509, 32.149, 21.663], [5.126, 28.470, 20.988], [6.368, 29.183, 20.443], [6.768, 30.299, 21.140], [4.816, 27.664, 20.318], [4.270, 29.143, 21.072], [5.387, 28.024, 21.951], [6.170, 29.437, 19.386], [7.174, 28.447, 20.509], [0.962, 27.523, 19.552], [2.180, 27.102, 18.795], [1.745, 26.545, 17.599], [1.202, 28.004, 20.509], [0.368, 26.645, 19.837], [0.282, 28.174, 19.005], [2.814, 26.492, 19.454], [2.818, 27.979, 18.572], [2.516, 26.416, 17.028], [4.080, 26.787, 25.196], [3.551, 28.114, 24.730], [4.605, 29.052, 24.549], [3.307, 26.031, 25.167], [4.445, 26.898, 26.224], [4.971, 26.513, 24.619], [2.795, 28.478, 25.448], [2.959, 27.995, 23.801], [4.221, 29.890, 24.282], [2.179, 30.939, 20.529], [0.972, 31.541, 19.872], [0.642, 32.803, 20.428], [2.639, 30.178, 19.884], [1.866, 30.422, 21.442], [2.987, 31.631, 20.772], [0.135, 30.845, 19.942], [1.175, 31.734, 18.818], [0.030, 32.686, 21.160], [5.555, 24.430, 17.735], [6.504, 23.936, 16.670], [6.312, 24.703, 15.443], [5.650, 23.868, 18.672], [4.508, 24.229, 17.466], [5.722, 25.485, 17.937], [6.394, 22.862, 16.495], [7.544, 24.110, 16.962], [5.974, 24.102, 14.769], [3.408, 25.094, 21.887], [3.978, 23.905, 22.628], [2.943, 23.020, 23.055], [4.151, 25.574, 21.251], [2.979, 25.834, 22.577], [2.524, 24.849, 21.285], [4.525, 24.219, 23.516], [4.717, 23.356, 22.025], [2.549, 22.637, 22.261], [7.634, 22.791, 22.009], [8.600, 22.424, 20.876], [9.144, 23.688, 20.224], [8.093, 24.405, 19.681], [8.495, 25.730, 19.287], [9.790, 21.617, 21.307], [6.825, 23.446, 21.656], [8.170, 23.385, 22.765], [7.224, 21.903, 22.484], [8.046, 21.888, 20.088], [9.916, 23.429, 19.486], [9.651, 24.270, 21.032], [7.629, 26.304, 18.956], [9.196, 25.761, 18.429], [8.976, 26.265, 20.125], [9.515, 20.926, 21.999], [10.436, 22.236, 21.816], [9.403, 28.890, 18.066], [8.957, 29.867, 17.051], [7.976, 29.174, 16.122], [8.578, 28.109, 15.481], [7.713, 27.547, 14.545], [8.323, 31.037, 17.684], [10.217, 29.264, 18.697], [9.760, 27.980, 17.589], [8.590, 28.624, 18.742], [9.824, 30.165, 16.463], [7.613, 29.899, 15.363], [7.073, 28.836, 16.677], [6.821, 27.135, 15.048], [8.225, 26.738, 14.041], [7.314, 28.257, 13.800], [7.601, 30.745, 18.358], [7.754, 31.517, 16.973], [9.712, 28.167, 22.910], [8.489, 27.760, 23.759], [8.829, 27.355, 25.177], [9.643, 26.216, 25.128], [9.957, 25.714, 26.415], [7.480, 28.861, 23.828], [9.416, 28.719, 22.009], [10.303, 27.300, 22.627], [10.375, 28.851, 23.470], [8.033, 26.846, 23.329], [7.876, 27.105, 25.688], [9.302, 28.179, 25.745], [9.036, 25.606, 27.004], [10.600, 26.427, 26.939], [10.418, 24.752, 26.265], [6.659, 28.500, 24.340], [7.027, 28.957, 22.899], [6.475, 33.130, 20.103], [6.011, 33.992, 20.164], [6.044, 32.625, 19.379], [8.648, 31.304, 23.221], [8.376, 30.311, 23.449], [9.169, 31.640, 23.972]]}

=====

Entry 8:
{"formula": "C3H4INO", "method": "wB97M-V/def2-TZVPD", "homo_ev": [-8.7451, -7.7311], "max_force_ha_per_bohr": 0.049, "homo_lumo_gap_ev": [8.283, 7.303], "relative_energy_kcal_mol": 99.4, "lumo_ev": [-0.462, -0.429], "species": ["C", "C", "C", "N", "O", "I", "H", "H", "H", "H"], "xyz": [[-0.630, 0.634, -0.759], [-0.419, 0.505, 0.659], [0.073, 0.046, -1.782], [1.021, -1.237, 0.631], [0.313, -0.311, 1.285], [-0.221, 0.180, -3.792], [-1.534, 1.136, -0.857], [-1.015, 1.152, 1.295], [0.694, -0.721, -1.453], [1.744, -1.568, 1.300]]}